{
  "formula": "C17H15BrMnN2O4",
  "method": "ωB97M-V/def2-TZVPD",
  "fmax_ha_per_bohr": 0.0199,
  "energy_ev": -130405.110,
  "spin_multiplicity": 2,
  "charge": 0,
  "e_above_lowest_kj_mol": 131.1,
  "symbols": ["Mn", "N", "C", "C", "C", "O", "O", "H", "H", "H", "H", "H", "H", "Br", "C", "C", "C", "C", "C", "C", "C", "O", "O", "H", "H", "H", "H", "N", "C", "C", "C", "C", "C", "C", "C", "H", "H", "H", "H", "H"],
  "coordinates": [[0.92562, 1.42575, 0.22913], [3.39019, 1.60845, -0.16886], [4.03093, 2.88143, 0.21247], [3.28561, 4.07175, -0.38258], [1.97609, 4.30752, 0.38701], [1.78916, 5.34906, 0.98006], [1.17451, 3.29252, 0.37450], [3.82307, 0.84016, 0.32930], [3.53441, 1.44324, -1.15911], [5.07884, 2.90363, -0.10382], [4.01052, 2.95125, 1.30132], [3.05428, 3.87496, -1.43290], [3.89084, 4.97340, -0.31416], [-5.47304, -1.20859, -2.67212], [-4.80971, 0.00494, -1.36849], [-5.70432, 0.70791, -0.57878], [-5.21273, 1.58592, 0.37677], [-3.84722, 1.73996, 0.55115], [-2.96553, 1.03223, -0.25630], [-3.44373, 0.16265, -1.22935], [-1.49230, 1.16627, -0.05876], [-0.71181, 1.03925, -1.05192], [-1.03907, 1.37132, 1.09524], [-6.76853, 0.57256, -0.71231], [-5.90764, 2.14251, 0.99146], [-3.44977, 2.40768, 1.30327], [-2.75040, -0.37562, -1.85981], [1.50569, -0.44080, 0.68115], [1.32869, -1.57461, 0.61124], [1.15091, -2.97208, 0.50238], [0.82760, -3.74501, 1.62336], [0.69042, -5.11227, 1.49174], [0.86845, -5.71856, 0.25527], [1.17421, -4.95258, -0.86237], [1.31733, -3.58466, -0.74704], [0.68689, -3.26425, 2.58195], [0.43986, -5.71224, 2.35587], [0.77146, -6.79170, 0.16157], [1.29984, -5.42618, -1.82638], [1.55034, -2.97719, -1.61115]],
  "atomic_forces_ev_per_a": [[0.098, 0.699, 0.278], [-0.546, -0.104, -0.141], [-0.019, 0.101, -0.109], [-0.241, 0.035, 0.245], [0.604, -0.124, -0.383], [-0.120, -0.013, -0.045], [-0.854, 0.148, 0.482], [0.004, -0.060, -0.058], [0.047, -0.039, -0.020], [-0.016, -0.033, 0.033], [0.039, -0.015, 0.005], [0.039, 0.020, -0.035], [0.038, -0.027, -0.028], [0.014, 0.042, 0.039], [-0.034, -0.064, -0.049], [-0.001, 0.000, -0.040], [-0.027, -0.017, 0.013], [0.069, -0.011, 0.031], [-0.031, -0.044, -0.030], [0.009, 0.080, -0.030], [-0.076, -0.072, 0.074], [0.742, -0.147, 0.172], [0.725, 0.065, -0.308], [0.000, -0.001, 0.000], [0.016, 0.013, 0.008], [0.003, -0.013, 0.012], [0.006, 0.012, -0.008], [-0.705, -0.428, -0.255], [0.250, 0.575, 0.209], [-0.053, -1.011, -0.140], [0.039, 0.333, -0.044], [-0.030, -0.159, 0.005], [0.029, 0.092, -0.008], [-0.024, -0.133, -0.016], [-0.003, 0.277, 0.132], [0.008, 0.001, 0.002], [0.011, 0.018, 0.011], [-0.032, -0.003, 0.000], [0.009, 0.010, 0.000], [0.014, -0.003, -0.001]],
  "mulliken_spin": [0.985, -0.006, 0.002, 0.000, 0.001, 0.007, 0.026, 0.000, 0.001, -0.001, -0.001, 0.000, 0.000, 0.000, -0.001, 0.001, -0.001, 0.002, 0.002, 0.002, -0.008, 0.001, -0.015, 0.000, 0.000, 0.000, 0.001, 0.003, 0.000, -0.004, 0.000, -0.001, 0.001, -0.001, 0.001, 0.000, 0.000, 0.000, 0.000, 0.000]
}